Record 1
C18H23ClN2O4 as an isolated structure in a non-equilibrium geometry, computed with ωB97M-V with the def2-TZVPD basis set.

```
48
C18H23ClN2O4, DFT ωB97M-V with the def2-TZVPD basis set
C 4.479 -1.848 4.453
C 3.964 -0.613 3.640
H 4.677 0.117 3.632
H 3.151 -0.247 4.219
O 3.752 -1.079 2.258
C 2.541 -1.342 2.180
O 1.805 -1.457 3.081
C 2.149 -1.644 0.678
H 1.683 -0.717 0.357
H 3.182 -1.631 0.125
C 1.139 -2.695 0.530
N -0.114 -2.646 1.044
C -0.795 -1.835 0.117
O -0.902 -1.506 -0.915
N -1.946 -1.276 0.957
C -2.657 -0.127 0.382
H -3.655 -0.297 0.517
H -2.589 -0.361 -0.739
C -2.439 1.241 0.564
C -0.932 1.468 -0.009
O 0.089 0.964 0.458
C -0.978 1.920 -1.320
C -1.757 3.032 -1.807
C -1.635 3.507 -3.083
C -1.240 2.434 -4.148
C -0.393 1.504 -3.845
C -0.159 1.041 -2.564
H 0.027 0.175 -2.125
Cl 0.594 0.603 -4.898
H -0.972 3.000 -5.230
H -2.314 4.246 -3.466
H -2.195 3.435 -1.165
C -2.195 1.470 2.136
C -2.531 0.157 2.854
H -2.387 0.327 3.968
H -3.890 0.155 2.849
C -1.947 -1.170 2.375
H -2.216 -1.689 2.989
H -0.858 -0.899 2.814
H -2.740 2.377 2.636
H -1.013 1.754 2.314
H -2.929 2.099 0.391
H 0.057 -2.487 2.013
H 1.844 -3.664 0.762
H 1.128 -2.917 -0.607
H 3.636 -2.613 4.356
H 5.371 -2.344 3.818
H 4.879 -1.647 5.310
```

Computed properties:
charge: 0
HOMO-LUMO gap: 7.55 eV
highest occupied orbital energy: -8.407 eV
2S+1: 1
ΔE to the lowest compared entry with this formula, charge and spin: 1561.9 kJ/mol

=====

Record 2
A 2-piece molecular cluster, C5H12NO overall in a non-equilibrium geometry, computed with ωB97M-V with the def2-TZVPD basis set.

```
19
C5H12NO, DFT ωB97M-V with the def2-TZVPD basis set
C 1.960 0.222 -1.058
C 0.995 -0.427 -0.024
C 0.158 0.490 0.814
C 0.503 1.732 1.156
C -1.571 -1.095 1.351
N -0.675 -0.280 1.774
H 1.502 0.153 -2.059
H 2.241 1.226 -0.769
H 2.772 -0.480 -1.232
H 0.382 -1.063 -0.691
H 1.468 -1.167 0.641
H 1.358 2.328 0.879
H -0.279 2.166 1.798
H -2.492 -1.182 1.938
H -1.534 -1.363 0.306
H -0.907 0.239 2.618
H -2.197 0.176 -2.770
H -1.983 -1.277 -2.487
O -1.701 -0.400 -2.182
```

Computed properties:
charge: +1
HOMO-LUMO gap: 8.53 eV
highest occupied orbital energy: -14.101 eV
2S+1: 1
ΔE to the lowest compared entry with this formula, charge and spin: 227.5 kJ/mol

=====

Record 3
The molecule C6H9NO in a non-equilibrium geometry, computed with ωB97M-V with the def2-TZVPD basis set.

```
17
C6H9NO, DFT ωB97M-V with the def2-TZVPD basis set
O 1.603 -0.521 1.453
C 1.801 0.166 0.182
C 0.864 1.030 -0.541
C -0.360 1.526 0.219
C -1.474 0.752 0.466
C -1.601 -0.673 0.128
N -0.157 -1.180 -0.200
C 0.836 -0.524 -0.888
H 0.659 -0.859 1.153
H 2.832 0.500 -0.006
H 1.534 1.459 -1.371
H -0.490 2.557 0.434
H -2.263 1.008 1.270
H -2.323 -1.366 0.786
H -2.295 -0.892 -0.788
H -0.252 -2.202 -0.314
H 1.085 -0.781 -1.981
```

Computed properties:
SMILES: O[C@@H]1[C@@H]2C=CCN[C@H]12
charge: 0
HOMO-LUMO gap: 9.33 eV
highest occupied orbital energy: -8.499 eV
2S+1: 1
ΔE to the lowest compared entry with this formula, charge and spin: 434.5 kJ/mol

=====

Record 4
C36H44AsGeN5NiO5SSe as an isolated structure in a non-equilibrium geometry, computed with ωB97M-V with the def2-TZVPD basis set.

```
95
C36H44AsGeN5NiO5SSe, DFT ωB97M-V with the def2-TZVPD basis set
Ni -0.524 -0.455 -0.003
C 3.494 -0.432 5.552
C 2.553 -1.329 5.067
C 1.640 -0.925 4.103
C 1.644 0.380 3.612
C 2.587 1.273 4.114
C 3.504 0.871 5.077
As 0.280 0.836 2.231
C 0.801 2.693 1.966
C 1.820 3.170 1.160
C 2.019 4.538 1.027
C 1.175 5.427 1.681
C 0.135 4.958 2.466
C -0.059 3.588 2.623
C -1.078 2.954 3.464
C -2.046 3.614 4.216
C -2.898 2.894 5.035
C -2.780 1.513 5.130
C -1.835 0.845 4.363
C -1.003 1.554 3.513
H 4.218 -0.750 6.294
H 2.541 -2.348 5.437
H 0.914 -1.629 3.708
H 2.603 2.293 3.749
H 4.232 1.578 5.460
H 2.460 2.469 0.635
H 2.822 4.916 0.405
H 1.321 6.495 1.566
H -0.528 5.659 2.960
H -2.140 4.692 4.157
H -3.664 3.408 5.602
H -3.434 0.958 5.791
H -1.738 -0.231 4.437
O -1.660 2.244 0.281
S -2.872 1.174 0.276
O -3.939 1.797 1.011
O -2.378 -0.035 0.961
O -3.186 0.924 -1.114
O 1.553 -0.845 0.333
N 2.278 -1.445 -0.540
C 3.214 -2.339 -0.151
C 3.979 -2.997 -1.080
C 3.796 -2.756 -2.439
C 2.830 -1.823 -2.806
C 2.095 -1.169 -1.850
H 3.280 -2.471 0.919
H 4.720 -3.711 -0.745
H 4.390 -3.269 -3.181
H 2.646 -1.602 -3.849
H 1.333 -0.414 -2.031
N -1.473 -2.166 2.646
C -0.869 -3.062 1.810
C -0.492 -4.334 2.266
C 0.133 -5.204 1.400
C 0.356 -4.791 0.089
C -0.051 -3.524 -0.274
N -0.635 -2.654 0.554
H -1.983 -2.544 3.426
H -1.895 -1.363 2.181
H -0.705 -4.618 3.290
H 0.431 -6.191 1.732
H 0.831 -5.445 -0.630
H 0.075 -3.174 -1.290
C -0.408 3.280 -2.986
N -1.035 3.298 -1.693
C -1.142 4.599 -1.072
C -0.826 2.160 -0.898
N -0.103 1.183 -1.168
H -0.866 4.062 -3.600
H -0.582 2.306 -3.437
H 0.677 3.456 -2.935
H -1.818 5.238 -1.651
H -0.165 5.104 -1.006
H -1.539 4.490 -0.066
C 0.564 -0.231 -5.333
Ge -0.792 -1.664 -5.373
C -0.299 -3.069 -6.694
C -2.559 -0.929 -5.832
C -0.854 -2.445 -3.567
Se -1.620 -1.037 -2.324
C -3.122 -2.162 -1.806
H 0.300 0.574 -6.019
H 1.557 -0.599 -5.598
H 0.596 0.174 -4.319
H -0.209 -2.642 -7.694
H -1.066 -3.844 -6.719
H 0.653 -3.534 -6.431
H -2.511 -0.224 -6.662
H -2.933 -0.410 -4.949
H -3.258 -1.725 -6.095
H 0.157 -2.705 -3.249
H -1.472 -3.342 -3.515
H -3.745 -2.390 -2.671
H -3.679 -1.573 -1.084
H -2.742 -3.073 -1.348
```

Computed properties:
charge: -1
HOMO-LUMO gap (spin up / spin down): 5.37 / 4.81 eV
highest occupied orbital energy (spin up / spin down): -3.095 / -2.534 eV
2S+1: 2
ΔE to the lowest compared entry with this formula, charge and spin: 112.8 kJ/mol
expectation value of S²: 0.758

=====

Record 5
A 2-piece molecular cluster, C5H11BrN overall in a non-equilibrium geometry, computed with ωB97M-V with the def2-TZVPD basis set.

```
18
C5H11BrN, DFT ωB97M-V with the def2-TZVPD basis set
C 2.360 -1.002 0.235
C 1.196 -0.455 0.579
C 3.554 -0.456 -0.525
C -2.182 -0.803 -0.527
C -2.829 1.384 0.400
N -2.160 0.475 -0.515
Br 0.844 1.362 0.134
H 2.330 -1.951 0.642
H 3.674 -1.203 -1.239
H 4.259 -0.624 0.260
H 3.366 0.501 -0.786
H -1.649 -1.227 -1.317
H 0.406 -0.722 1.211
H -2.406 -1.228 0.407
H -3.081 2.442 0.163
H -3.694 0.779 0.851
H -2.216 1.636 1.246
H -1.773 1.093 -1.218
```

Computed properties:
charge: +1
HOMO-LUMO gap: 7.34 eV
highest occupied orbital energy: -12.677 eV
2S+1: 1
ΔE to the lowest compared entry with this formula, charge and spin: 301.9 kJ/mol